1.
Computed, not measured: C26H30IN4SV as an isolated structure at a distorted geometry, with ωB97M-V/def2-TZVPD.

Element x y z (Å)
V: 0.147 -0.889 0.046
N: -1.355 -1.019 1.634
C: -2.677 -0.577 1.074
C: -2.810 -1.098 -0.346
N: -1.572 -0.670 -1.084
C: -1.422 -1.104 -2.519
C: -0.014 -1.646 -2.798
N: 0.998 -0.996 -1.894
H: -1.433 -1.972 1.983
H: -1.124 -0.457 2.451
H: -2.697 0.514 1.077
H: -3.506 -0.926 1.684
H: -3.698 -0.692 -0.830
H: -2.890 -2.183 -0.372
H: -1.674 0.347 -1.097
H: -1.643 -0.250 -3.157
H: -2.164 -1.868 -2.746
H: 0.243 -1.492 -3.842
H: 0.036 -2.713 -2.608
H: 1.246 -0.078 -2.259
H: 1.862 -1.534 -1.926
I: 2.677 -0.687 1.781
C: 2.713 -2.753 1.998
C: 3.694 -3.390 2.694
C: 3.666 -4.802 2.748
C: 2.689 -5.501 2.094
C: 1.679 -4.828 1.366
C: 0.679 -5.532 0.643
C: -0.278 -4.876 -0.083
C: -0.299 -3.465 -0.071
C: 0.669 -2.742 0.596
C: 1.680 -3.413 1.331
H: 4.483 -2.843 3.193
H: 4.436 -5.324 3.300
H: 2.684 -6.584 2.117
H: 0.682 -6.616 0.673
H: -1.029 -5.424 -0.634
H: -1.114 -2.989 -0.613
N: 0.400 0.965 0.296
S: 0.081 2.114 -0.866
C: 1.314 3.373 -0.648
C: 2.448 3.137 0.111
C: 3.384 4.158 0.220
C: 3.174 5.365 -0.429
C: 2.032 5.570 -1.200
C: 1.083 4.568 -1.322
C: -1.437 2.871 -0.400
C: -2.501 2.728 -1.287
C: -3.725 3.292 -0.947
C: -3.856 3.980 0.253
C: -2.771 4.123 1.120
C: -1.544 3.571 0.797
H: 0.781 1.396 1.134
H: 2.634 2.186 0.593
H: 4.278 4.004 0.810
H: 3.908 6.156 -0.338
H: 1.878 6.513 -1.710
H: 0.188 4.728 -1.914
H: -2.373 2.235 -2.247
H: -4.564 3.214 -1.628
H: -4.807 4.430 0.509
H: -2.880 4.684 2.039
H: -0.688 3.712 1.450

Properties
Net charge: +3
Gap between HOMO and LUMO (alpha / beta) (eV): 5.7889 / 6.9343
Spin multiplicity: 2
ΔE to the lowest compared entry with this formula, charge and spin (kcal per mole): 0.0
HOMO (alpha / beta) (eV): -16.63 / -16.71

---

2.
Computed, not measured: C26H30N3O6P2PbS as an isolated structure, with ωB97M-V/def2-TZVPD.

Element x y z (Å)
Pb: 0.359 0.306 -0.254
N: -3.252 -1.939 2.912
C: -3.263 -0.446 2.537
C: -4.517 0.155 3.159
P: -1.721 0.091 3.455
O: -1.893 1.700 3.541
O: -1.995 -0.507 4.811
O: -0.534 -0.267 2.651
P: -3.441 -0.584 0.696
O: -3.681 0.951 0.237
O: -4.714 -1.367 0.558
O: -2.153 -1.085 0.145
H: -3.060 -1.967 3.921
H: -2.477 -2.377 2.411
H: -4.128 -2.363 2.599
H: -4.498 0.051 4.246
H: -5.415 -0.314 2.753
H: -4.548 1.217 2.916
H: -2.287 1.917 4.389
H: -4.619 1.064 0.063
C: -1.079 3.622 0.270
C: 0.348 3.827 0.694
C: 0.749 5.032 1.323
C: 2.035 5.166 1.739
C: 2.966 4.124 1.515
C: 4.305 4.207 1.962
C: 5.152 3.169 1.710
C: 4.713 2.044 0.985
C: 3.426 1.923 0.502
S: 3.043 0.555 -0.530
C: 2.504 2.980 0.826
N: 1.197 2.860 0.460
H: -1.730 4.370 0.720
H: -1.436 2.634 0.569
H: -1.161 3.674 -0.820
H: 0.022 5.819 1.478
H: 2.367 6.068 2.242
H: 4.631 5.089 2.501
H: 6.177 3.206 2.059
H: 5.409 1.244 0.768
C: -0.119 -3.502 -0.350
C: 0.884 -3.022 -1.452
C: 0.738 -3.913 -2.694
C: 2.308 -3.061 -0.899
C: 0.372 -1.674 -1.663
H: 0.152 -4.534 -0.117
H: -1.154 -3.464 -0.687
H: -0.038 -2.896 0.552
H: 1.010 -4.941 -2.442
H: 1.400 -3.577 -3.493
H: -0.287 -3.906 -3.068
H: 2.587 -4.086 -0.639
H: 2.401 -2.435 -0.011
H: 3.020 -2.683 -1.634
H: -0.566 -1.723 -2.234
N: -4.710 4.802 -8.043
C: -4.090 4.295 -7.217
C: -3.310 3.658 -6.184
C: -2.245 2.827 -6.524
C: -1.499 2.220 -5.533
C: -1.795 2.426 -4.180
C: -2.871 3.261 -3.854
C: -3.620 3.872 -4.842
C: -1.027 1.798 -3.151
C: -0.391 1.285 -2.248
H: -2.009 2.664 -7.567
H: -0.670 1.575 -5.791
H: -3.112 3.414 -2.811
H: -4.450 4.515 -4.582

Properties
Net charge: -1
Gap between HOMO and LUMO (alpha / beta) (eV): 5.8424 / 5.8443
ΔE to the lowest compared entry with this formula, charge and spin (kcal per mole): 88.9
HOMO (alpha / beta) (eV): -4.43 / -4.43

---

3.
Computed, not measured: C26H30N6OSTa as an isolated structure, with ωB97M-V/def2-TZVPD.

Element x y z (Å)
Ta: 0.089 -0.238 -0.336
S: 1.335 1.783 0.261
C: 0.673 1.449 1.857
C: 0.783 2.177 3.026
C: 0.231 1.637 4.177
C: -0.402 0.395 4.142
C: -0.486 -0.268 2.941
N: 0.023 0.266 1.814
H: 1.303 3.125 3.032
H: 0.308 2.174 5.113
H: -0.813 -0.048 5.037
H: -0.937 -1.250 2.864
C: -3.414 0.301 1.116
C: -2.863 1.160 0.033
N: -1.680 1.058 -0.595
C: -1.634 2.112 -1.517
C: -2.781 2.816 -1.441
N: -3.530 2.204 -0.462
H: -2.634 -0.283 1.589
H: -4.191 -0.365 0.734
H: -3.865 0.915 1.896
H: -0.781 2.287 -2.149
H: -3.120 3.688 -1.972
H: -4.444 2.506 -0.152
N: -1.173 -3.079 -1.071
N: -1.662 -1.865 -0.449
H: -0.823 -2.848 -1.996
H: -1.944 -3.733 -1.190
H: -1.945 -2.149 0.488
H: -2.522 -1.528 -0.888
C: 6.324 -4.786 2.928
C: 5.057 -4.294 2.333
C: 4.028 -5.180 1.989
C: 2.858 -4.739 1.428
C: 1.799 -5.746 1.084
C: 2.692 -3.315 1.194
C: 1.531 -2.953 0.556
O: 1.159 -1.745 0.201
C: 3.744 -2.396 1.572
C: 3.627 -0.916 1.381
C: 4.884 -2.909 2.117
H: 6.368 -5.870 2.977
H: 6.431 -4.381 3.939
H: 7.177 -4.412 2.358
H: 4.169 -6.238 2.168
H: 2.129 -6.742 1.365
H: 1.589 -5.766 0.013
H: 0.867 -5.546 1.615
H: 0.812 -3.707 0.248
H: 2.767 -0.526 1.929
H: 3.499 -0.649 0.332
H: 4.522 -0.420 1.750
H: 5.689 -2.241 2.396
N: 2.138 -1.275 -7.108
C: 1.935 -0.983 -6.017
C: 1.669 -0.621 -4.657
C: 2.703 -0.089 -3.862
C: 2.460 0.254 -2.550
C: 1.187 0.056 -2.025
C: 0.156 -0.452 -2.817
C: 0.386 -0.796 -4.147
H: 3.686 0.040 -4.296
H: 3.249 0.663 -1.931
H: -0.885 -0.517 -2.458
H: -0.409 -1.157 -4.785

Properties
Net charge: +3
Gap between HOMO and LUMO (eV): 6.9996
ΔE to the lowest compared entry with this formula, charge and spin (kcal per mole): 8.0
HOMO (eV): -17.30

---

4.
Computed, not measured: a 2-piece molecular cluster, C26H30NO12P2 overall at a distorted geometry, with ωB97M-V/def2-TZVPD.

Element x y z (Å)
C: 3.732 -6.450 -0.007
C: 2.191 -6.246 0.465
O: 1.801 -6.838 1.500
O: 1.405 -5.361 -0.323
C: 0.861 -4.263 0.472
C: 2.014 -3.192 0.896
C: 2.025 -1.906 -0.073
C: 2.452 -0.525 0.684
P: 4.282 -0.890 1.087
O: 4.495 -1.177 2.605
C: 1.677 -0.138 2.036
O: 1.577 -0.713 3.140
O: 0.998 1.111 1.836
C: 0.631 1.109 0.402
O: -0.376 0.069 0.383
C: -1.272 0.168 -0.708
O: -1.047 0.671 -1.829
C: -2.739 -0.491 -0.521
C: -3.923 0.410 -0.011
C: -5.380 -0.170 0.142
C: -5.592 -1.665 -0.249
C: -4.431 -2.608 -0.742
C: -2.984 -2.004 -0.885
C: 0.153 2.669 0.243
O: 0.082 3.252 -0.902
O: -0.197 3.448 1.351
C: 2.107 0.779 -0.222
C: 2.177 0.653 -1.820
C: 3.565 0.087 -2.398
C: 3.309 -0.646 -3.827
O: 4.137 -0.425 -4.766
O: 2.195 -1.487 -4.095
P: 3.006 2.434 0.232
N: 3.823 2.262 1.808
O: 4.279 2.765 -0.883
H: 4.345 -5.719 0.625
H: 4.053 -7.543 0.163
H: 3.847 -6.160 -1.106
H: 0.376 -4.725 1.414
H: 0.005 -3.771 -0.121
H: 3.061 -3.677 0.838
H: 1.827 -2.960 1.999
H: 1.005 -1.828 -0.592
H: 2.787 -2.141 -0.914
H: 5.123 0.243 0.742
H: 4.662 -2.085 0.395
H: -3.701 1.501 0.235
H: -6.247 0.506 0.494
H: -6.629 -2.137 -0.189
H: -4.615 -3.709 -1.034
H: -2.098 -2.637 -1.268
H: 2.008 1.707 -2.261
H: 1.357 -0.084 -2.156
H: 4.339 0.911 -2.643
H: 4.109 -0.655 -1.720
H: 1.920 -1.236 -5.016
H: 3.164 2.663 2.493
H: 4.667 2.874 1.806
H: 5.135 2.621 -0.408
C: -5.303 4.216 1.985
C: -4.194 4.752 1.334
C: -4.353 5.811 0.446
C: -5.619 6.342 0.216
C: -6.727 5.809 0.869
C: -6.570 4.744 1.751
H: -5.179 3.388 2.675
H: -3.206 4.342 1.519
H: -3.490 6.223 -0.066
H: -5.742 7.171 -0.473
H: -7.714 6.225 0.691
H: -7.434 4.325 2.256

Properties
Net charge: -1
Gap between HOMO and LUMO (eV): 6.9438
HOMO (eV): -4.87